Below is an isolated molecule of C6H7B at a distorted geometry, with properties calculated with the ωB97M-V functional and the def2-TZVPD basis.

Structure (XYZ):
```
14
Properties=species:S:1:pos:R:3:forces:R:3:nbo_charge:R:1
C 2.1055 0.8105 -0.0668 0.965 -0.876 0.102 0.129
C 2.5177 -0.3265 0.0928 1.079 -0.155 0.235 -0.363
B 1.4996 -1.4033 0.1689 -1.779 0.936 -0.555 0.694
C 0.2084 -2.0035 -0.4595 -0.152 -1.873 1.093 -0.723
C 0.1005 -0.8572 0.6499 0.267 0.035 -0.207 -0.502
C -0.2279 0.5611 0.1976 -0.822 0.533 -0.030 -0.386
C 0.9512 1.6412 -0.0984 -1.176 -1.853 2.699 -0.493
H -0.1388 -2.0064 -1.5109 0.418 0.888 0.492 0.242
H -0.1687 -3.0202 -0.0960 0.674 1.466 0.055 0.254
H -0.3799 -0.9935 1.6016 -0.198 -1.086 0.128 0.248
H -0.9398 1.1397 0.8149 0.515 -0.737 0.592 0.212
H -0.9042 0.3378 -0.6020 0.131 0.564 -1.528 0.217
H 0.7655 2.3378 0.7201 0.897 0.416 -0.379 0.242
H 0.8939 2.0250 -1.0329 -0.820 1.742 -2.698 0.229
```
Positions in Å, forces in eV/Å.

Molar mass, u: 89.9
E_tot, eV: -7006.282
SMILES string: C1#CB2C[C@@H]2CC1
Highest occupied orbital energy, hartree: -0.31426
ΔE to the lowest compared entry with this formula, charge and spin, kcal per mole: 49.37
Gap between HOMO and LUMO, hartree: 0.32986
LUMO, eV: 0.42